Molecular formula: C5H9O2P
Method: DFT, ωB97M-V/def2-TZVPD

Last columns: bonded neighbours and bond lengths (Å).
Cartesian coordinates (Å):
1 C 0.99119 0.30523 0.45149  C2 1.333, P8 1.838
2 C 1.88967 0.65379 1.37256  C1 1.333, H9 1.010, H10 1.107
3 C 0.63549 -1.75314 -0.23986  C4 1.472, H11 1.145, H12 1.166
4 C -0.30729 -1.37493 -1.30497  C3 1.472, O7 1.415, H13 1.111, H14 1.145
5 C -1.31175 1.74765 -0.39275  P8 1.804, H15 1.050, H16 1.033, H17 1.003
6 O 1.04813 2.20924 -1.69455  P8 1.438
7 O -0.00684 -0.13117 -1.90996  C4 1.415, P8 1.644
8 P 0.29826 1.20069 -0.99649  C1 1.838, C5 1.804, O6 1.438, O7 1.644
9 H 1.98885 1.63965 1.56830  C2 1.010
10 H 2.65921 0.07475 1.91850  C2 1.107
11 H 1.59920 -2.20401 -0.66388  C3 1.145
12 H 0.11701 -2.07718 0.75348  C3 1.166
13 H -0.58223 -2.09101 -2.10927  C4 1.111
14 H -1.33420 -1.32967 -0.79993  C4 1.145
15 H -1.64667 1.02839 0.29543  C5 1.050
16 H -1.15830 2.74836 -0.18848  C5 1.033
17 H -1.93897 1.72336 -1.17477  C5 1.003

Values from the calculation:
- LUMO level: 0.568 eV
- Energy above the lowest of the compared OMol25 structures with the same formula, charge and spin: 66.4 kcal/mol
- Kohn-Sham gap: 0.363 Eh
- Molecular weight: 132.10 g mol⁻¹
- Charge: 0
- DFT total energy: -18712.008 eV

=====

Molecular formula: C43H112N8O13
Method: DFT, ωB97M-V/def2-TZVPD

Last columns: bonded neighbours and bond lengths (Å).
Cartesian coordinates (Å):
1 C -1.15245 1.93578 3.16824  O2 1.419, H7 1.083, H8 1.096, H9 1.098
2 O 0.25170 1.78541 3.02720  C1 1.419, C3 1.407
3 C 0.72813 0.70767 3.79652  O2 1.407, C4 1.506, H10 1.100, H11 1.102
4 C 2.23264 0.64234 3.80265  C3 1.506, C5 1.525, N6 1.471, H12 1.099
5 C 2.67234 -0.60001 4.57031  C4 1.525, H13 1.095, H14 1.093, H15 1.087
6 N 2.80937 1.86046 4.39301  C4 1.471, H16 1.010, H17 1.007
7 H -1.50990 2.54870 2.35039  C1 1.083
8 H -1.40907 2.36074 4.14505  C1 1.096
9 H -1.58790 0.92834 3.18785  C1 1.098
10 H 0.33932 0.75248 4.82463  C3 1.100
11 H 0.39943 -0.24661 3.35422  C3 1.102
12 H 2.61179 0.53051 2.77761  C4 1.099
13 H 2.24193 -1.50982 4.13863  C5 1.095
14 H 2.29075 -0.60139 5.59431  C5 1.093
15 H 3.75896 -0.60702 4.54999  C5 1.087
16 H 2.04673 2.52211 4.41247  N6 1.010
17 H 3.60654 2.24321 3.91099  N6 1.007
18 C -4.72705 1.71602 2.23335  O19 1.405, H24 1.097, H25 1.093, H26 1.094
19 O -4.40890 2.74907 3.13158  C18 1.405, C20 1.409
20 C -4.99564 2.65895 4.40973  O19 1.409, C21 1.515, H27 1.097, H28 1.096
21 C -4.81026 3.99246 5.10413  C20 1.515, C22 1.520, N23 1.471, H29 1.097
22 C -3.35269 4.39315 5.26163  C21 1.520, H30 1.095, H31 1.089, H32 1.097
23 N -5.46653 3.88741 6.41647  C21 1.471, H33 1.016, H34 1.014
24 H -4.58490 0.70246 2.62846  C18 1.097
25 H -3.99886 1.79533 1.42237  C18 1.093
26 H -5.73244 1.85226 1.82335  C18 1.094
27 H -6.07765 2.50827 4.31248  C20 1.097
28 H -4.48782 1.91352 5.03260  C20 1.096
29 H -5.31153 4.79255 4.54549  C21 1.097
30 H -2.97879 4.91638 4.37551  C22 1.095
31 H -2.68617 3.56385 5.49159  C22 1.089
32 H -3.22290 5.18493 6.00919  C22 1.097
33 H -6.44971 4.12270 6.31043  N23 1.016
34 H -5.15588 4.59390 7.07381  N23 1.014
35 C 3.86303 1.20965 0.84582  O36 1.402, H41 1.099, H42 1.092, H43 1.098
36 O 4.44419 -0.03320 1.13271  C35 1.402, C37 1.416
37 C 5.85660 0.00730 1.04610  O36 1.416, C38 1.500, H44 1.109, H45 1.103
38 C 6.43086 -1.35014 1.32505  C37 1.500, C39 1.526, N40 1.455, H46 1.099
39 C 6.22726 -1.77184 2.77726  C38 1.526, H47 1.091, H48 1.087, H49 1.089
40 N 7.86229 -1.26326 1.08100  C38 1.455, H50 1.013, H51 1.010
41 H 3.92813 1.91028 1.69007  C35 1.099
42 H 2.80608 1.06481 0.61495  C35 1.092
43 H 4.30494 1.69356 -0.03538  C35 1.098
44 H 6.12938 0.38421 0.03963  C37 1.109
45 H 6.22564 0.83064 1.68002  C37 1.103
46 H 5.93065 -2.06466 0.65629  C38 1.099
47 H 6.78098 -2.70187 2.91231  C39 1.091
48 H 5.17540 -1.93165 3.00216  C39 1.087
49 H 6.61275 -0.99481 3.43498  C39 1.089
50 H 8.05318 -0.77310 0.21470  N40 1.013
51 H 8.36422 -2.13832 1.03778  N40 1.010
52 C 1.62249 5.01288 5.28663  O53 1.397, H58 1.100, H59 1.087, H60 1.100
53 O 2.00177 4.67990 3.98429  C52 1.397, C54 1.396
54 C 1.34492 5.42405 3.00336  O53 1.396, C55 1.520, H61 1.109, H62 1.100
55 C 1.98449 5.11017 1.66017  C54 1.520, C56 1.527, N57 1.471, H63 1.094
56 C 1.41322 6.00165 0.55977  C55 1.527, H64 1.091, H65 1.089, H66 1.095
57 N 1.82014 3.69549 1.29278  C55 1.471, H67 1.023, H68 1.022
58 H 1.84216 6.06472 5.52390  C52 1.100
59 H 2.17710 4.40582 5.99818  C52 1.087
60 H 0.53888 4.87829 5.42133  C52 1.100
61 H 0.27105 5.15257 2.95512  C54 1.109
62 H 1.32280 6.49749 3.24379  C54 1.100
63 H 3.05242 5.32442 1.76066  C55 1.094
64 H 1.90307 5.73000 -0.37620  C56 1.091
65 H 1.53557 7.06253 0.77461  C56 1.089
66 H 0.35082 5.80669 0.37965  C56 1.095
67 H 0.88007 3.44234 1.60700  N57 1.023
68 H 2.35779 3.15326 1.97155  N57 1.022
69 C -2.94868 -3.90100 -6.33199  O70 1.413, H78 1.090, H79 1.092, H80 1.099
70 O -3.90589 -4.46398 -5.45798  C69 1.413, C71 1.411
71 C -3.45328 -5.61489 -4.77851  O70 1.411, C72 1.510, H81 1.099, H82 1.093
72 C -2.89929 -5.27179 -3.41595  C71 1.510, N73 1.447, H83 1.101, H84 1.099
73 N -3.97410 -4.94371 -2.50377  C72 1.447, C74 1.456, H85 1.018
74 C -3.49096 -4.54909 -1.18781  N73 1.456, C75 1.512, H86 1.101, H87 1.095
75 C -4.59770 -3.84563 -0.43473  C74 1.512, O76 1.404, H88 1.099, H89 1.103
76 O -4.82178 -2.58091 -1.00188  C75 1.404, C77 1.411
77 C -5.68039 -1.78250 -0.21671  O76 1.411, H90 1.104, H91 1.099, H92 1.084
78 H -3.19238 -2.84216 -6.41808  C69 1.090
79 H -2.95783 -4.41537 -7.29469  C69 1.092
80 H -1.93445 -3.92097 -5.91036  C69 1.099
81 H -2.72183 -6.19289 -5.36058  C71 1.099
82 H -4.29703 -6.30073 -4.66898  C71 1.093
83 H -2.13758 -4.48002 -3.48547  C72 1.101
84 H -2.41818 -6.18363 -3.03669  C72 1.099
85 H -4.49319 -4.15706 -2.88783  N73 1.018
86 H -2.58613 -3.92224 -1.21501  C74 1.101
87 H -3.25699 -5.45446 -0.61771  C74 1.095
88 H -4.37093 -3.76239 0.63771  C75 1.099
89 H -5.48416 -4.49317 -0.53720  C75 1.103
90 H -5.26601 -1.70573 0.80403  C77 1.104
91 H -6.63692 -2.29263 -0.03645  C77 1.099
92 H -5.75896 -0.82051 -0.70963  C77 1.084
93 C -0.64299 -7.13073 2.80665  O94 1.414, H102 1.096, H103 1.099, H104 1.087
94 O -1.96805 -6.70955 2.55029  C93 1.414, C95 1.408
95 C -2.28045 -6.61294 1.18080  O94 1.408, C96 1.516, H105 1.097, H106 1.097
96 C -1.61184 -5.43289 0.50354  C95 1.516, N97 1.451, H107 1.096, H108 1.098
97 N -2.24798 -4.20259 0.93755  C96 1.451, C98 1.456, H109 1.012
98 C -1.47532 -2.97118 0.85608  N97 1.456, C99 1.506, H110 1.091, H111 1.097
99 C -0.19722 -2.90315 1.64887  C98 1.506, O100 1.420, H112 1.102, H113 1.103
100 O 0.85422 -3.61222 1.01113  C99 1.420, C101 1.395
101 C 2.05660 -3.43082 1.69488  O100 1.395, H114 1.100, H115 1.092, H116 1.101
102 H 0.05016 -6.29399 2.95044  C93 1.096
103 H -0.24049 -7.68908 1.95051  C93 1.099
104 H -0.66120 -7.77267 3.68395  C93 1.087
105 H -3.36220 -6.45593 1.09369  C95 1.097
106 H -2.07292 -7.57217 0.69135  C95 1.097
107 H -1.65774 -5.54662 -0.58606  C96 1.096
108 H -0.54304 -5.46892 0.75268  C96 1.098
109 H -2.66650 -4.33608 1.84902  N97 1.012
110 H -2.13154 -2.15353 1.15878  C98 1.091
111 H -1.23173 -2.82653 -0.20339  C98 1.097
112 H -0.33546 -3.28337 2.67381  C99 1.102
113 H 0.13051 -1.85618 1.75900  C99 1.103
114 H 2.33083 -2.37248 1.81564  C101 1.100
115 H 2.88866 -3.85987 1.13304  C101 1.092
116 H 2.09572 -3.92438 2.67787  C101 1.101
117 C 1.53736 4.11754 -5.30382  O118 1.408, H126 1.094, H127 1.091, H128 1.097
118 O 0.96739 4.87456 -4.26246  C117 1.408, C119 1.415
119 C -0.34815 4.50136 -3.89771  O118 1.415, C120 1.528, H129 1.099, H130 1.092
120 C -0.34022 3.16027 -3.16609  C119 1.528, N121 1.434, H131 1.092, H132 1.104
121 N -1.48784 2.94540 -2.33387  C120 1.434, C122 1.436, H133 1.011
122 C -2.76371 2.81408 -2.97972  N121 1.436, C123 1.520, H134 1.105, H135 1.095
123 C -3.83462 2.65151 -1.91372  C122 1.520, O124 1.412, H136 1.095, H137 1.099
124 O -4.96771 1.95347 -2.38625  C123 1.412, C125 1.402
125 C -6.10625 2.76047 -2.52454  O124 1.402, H138 1.095, H139 1.100, H140 1.091
126 H 0.83809 3.39476 -5.73375  C117 1.094
127 H 2.44196 3.60862 -4.96656  C117 1.091
128 H 1.80017 4.79348 -6.12711  C117 1.097
129 H -1.02736 4.51486 -4.76188  C119 1.099
130 H -0.69198 5.29633 -3.23245  C119 1.092
131 H 0.54097 3.24285 -2.52616  C120 1.092
132 H -0.17482 2.36310 -3.91150  C120 1.104
133 H -1.36700 2.20191 -1.65954  N121 1.011
134 H -2.86120 1.93746 -3.64561  C122 1.105
135 H -3.02780 3.70376 -3.56107  C122 1.095
136 H -4.04105 3.60685 -1.42069  C123 1.095
137 H -3.43372 2.01619 -1.11124  C123 1.099
138 H -5.97236 3.60756 -3.20596  C125 1.095
139 H -6.43867 3.14773 -1.54998  C125 1.100
140 H -6.92806 2.14898 -2.89992  C125 1.091
141 C 6.12481 2.65745 -5.22341  O142 1.417, H150 1.085, H151 1.098, H152 1.095
142 O 5.04390 1.92004 -4.67922  C141 1.417, C143 1.408
143 C 4.68178 0.81954 -5.47856  O142 1.408, C144 1.504, H153 1.100, H154 1.102
144 C 3.95236 -0.20518 -4.65384  C143 1.504, N145 1.456, H155 1.089, H156 1.107
145 N 4.79679 -0.64944 -3.55420  C144 1.456, C146 1.466, H157 1.010
146 C 4.18588 -1.38231 -2.44105  N145 1.466, C147 1.505, H158 1.103, H159 1.095
147 C 3.57806 -2.69893 -2.84359  C146 1.505, O148 1.392, H160 1.101, H161 1.101
148 O 2.52982 -2.44222 -3.72238  C147 1.392, C149 1.402
149 C 1.40477 -3.27361 -3.62654  O148 1.402, H162 1.084, H163 1.102, H164 1.098
150 H 6.16290 3.60069 -4.68755  C141 1.085
151 H 5.93400 2.85755 -6.28624  C141 1.098
152 H 7.06869 2.10662 -5.16288  C141 1.095
153 H 5.58637 0.38141 -5.92619  C143 1.100
154 H 4.05885 1.11642 -6.33714  C143 1.102
155 H 3.61892 -1.02084 -5.29415  C144 1.089
156 H 3.00851 0.20145 -4.24251  C144 1.107
157 H 5.32169 0.14547 -3.21972  N145 1.010
158 H 3.46808 -0.71462 -1.93517  C146 1.103
159 H 5.04040 -1.52373 -1.77174  C146 1.095
160 H 3.25267 -3.23860 -1.94062  C147 1.101
161 H 4.36652 -3.33283 -3.27779  C147 1.101
162 H 0.61506 -2.98896 -4.31303  C149 1.084
163 H 1.03334 -3.17558 -2.59381  C149 1.102
164 H 1.65956 -4.33450 -3.75340  C149 1.098
165 C -1.99171 -0.46396 -0.43776  C166 1.503, H169 1.093, H170 1.091, H171 1.091
166 C -0.61688 -0.11924 0.06150  C165 1.503, C167 1.529, O168 1.440, H172 1.093
167 C 0.42812 -0.45990 -1.00181  C166 1.529, H173 1.092, H174 1.091, H175 1.086
168 O -0.52773 1.30690 0.24081  C166 1.440, H176 0.963
169 H -2.77525 -0.05314 0.20400  C165 1.093
170 H -2.13924 -1.54409 -0.47196  C165 1.091
171 H -2.12158 -0.06020 -1.44292  C165 1.091
172 H -0.29943 -0.53244 1.02220  C166 1.093
173 H 0.33388 -1.50987 -1.28659  C167 1.092
174 H 1.40080 -0.35408 -0.51830  C167 1.091
175 H 0.28433 0.22573 -1.83147  C167 1.086
176 H 0.12524 1.57524 0.89639  O168 0.963

Values from the calculation:
- LUMO level: 0.559 eV
- Energy above the lowest of the compared OMol25 structures with the same formula, charge and spin: 0.0 kcal/mol
- Kohn-Sham gap: 0.324 Eh
- Molecular weight: 949.41 g mol⁻¹
- Charge: 0
- Structure (SMILES): COC[C@H](C)N.COC[C@H](C)N.COC[C@H](C)N.COC[C@H](C)N.COCCNCCOC.COCCNCCOC.COCCNCCOC.COCCNCCOC.CC(C)O
- DFT total energy: -84936.293 eV

=====

Molecular formula: C3H2Br2O
Method: DFT, ωB97M-V/def2-TZVPD

Last columns: bonded neighbours and bond lengths (Å).
Cartesian coordinates (Å):
1 C 0.92268 -1.89128 -0.69433  C2 1.207, H6 1.037
2 C 0.79559 -1.41036 0.40522  C1 1.207, C3 1.445
3 C 0.53856 -0.92093 1.74052  C2 1.445, O4 1.168, Br5 1.919
4 O 0.26250 0.17035 2.05171  C3 1.168
5 Br 0.53093 -2.32546 3.04854  C3 1.919
6 H 0.80306 -2.06932 -1.70874  C1 1.037
7 Br -1.80163 2.16900 1.43147  H8 1.507
8 H -0.59632 1.53263 0.78825  Br7 1.507

Values from the calculation:
- LUMO level: -0.627 eV
- Energy above the lowest of the compared OMol25 structures with the same formula, charge and spin: 36.9 kcal/mol
- Kohn-Sham gap: 0.360 Eh
- Molecular weight: 213.86 g mol⁻¹
- Charge: 0
- Structure (SMILES): C#CC(=O)Br.Br
- DFT total energy: -145273.197 eV